(1)
C5H4O2S3 in the gas phase at a distorted geometry, computed with ωB97M-V/def2-TZVPD.

Structure (ORCA input):
```
! wB97M-V def2-TZVPD RIJCOSX def2/J DEFGRID3
* xyz 0 1
C -2.53294 -0.36592 0.48742
O -1.19914 -0.63929 0.04573
C -0.33696 0.39789 0.23829
O -0.73135 1.48141 0.69226
C 0.99634 0.15438 -0.26269
C 1.83323 1.20933 -0.02609
S 3.42536 1.15173 -0.40985
S 3.23677 -0.75277 -1.31130
C 1.46743 -1.07946 -0.91255
S 0.98769 -2.71424 -1.10780
H -3.20707 -1.25343 0.23544
H -2.49151 -0.22846 1.56367
H -2.85006 0.67791 0.13833
H 1.40222 1.96094 0.62912
*
```

As for the SMILES: COC(=O)c1cssc1=S. The calculation puts the total energy at -1537.93545 Eh. The calculation puts the LUMO energy at -1.1 eV.

(2)
C26H23AsBiBrN8O10S3 as an isolated structure, computed with ωB97M-V/def2-TZVPD.

Structure (ORCA input):
```
! wB97M-V def2-TZVPD RIJCOSX def2/J DEFGRID3
* xyz -2 1
Bi -0.52366 -0.63970 -0.47693
N 1.95079 -5.60383 6.01966
C 1.10470 -4.63639 5.42849
C 1.60289 -3.75422 4.47332
C 0.78354 -2.78536 3.91649
C -0.54417 -2.69589 4.30527
C -1.04559 -3.55874 5.26244
C -0.22532 -4.52642 5.82384
S -1.62128 -1.40926 3.62088
O -3.53264 2.77650 -0.10421
O -2.97798 -1.78352 4.10012
N -1.38810 -1.64052 2.01172
C -1.54485 -2.82591 1.41698
N -1.95541 -3.96390 2.01575
C -2.08641 -5.02334 1.23902
C -1.84302 -5.04013 -0.13109
C -1.39987 -3.85153 -0.67845
N -1.23540 -2.78967 0.08936
H 2.71571 -5.86304 5.41400
H 1.44768 -6.43079 6.30584
H 2.63524 -3.83680 4.14956
H 1.16996 -2.12854 3.14521
H -2.09214 -3.47699 5.52859
H -0.61975 -5.21161 6.56799
H -2.41679 -5.93061 1.74051
H -1.99012 -5.92454 -0.73156
H -1.16850 -3.71723 -1.73019
N 5.83145 4.02142 1.71185
C 4.91681 3.52417 0.76100
C 4.29630 4.38826 -0.13801
C 3.41054 3.89714 -1.08345
C 3.15393 2.53741 -1.14553
C 3.77698 1.66484 -0.26496
C 4.65539 2.15809 0.68417
S 1.97667 1.89869 -2.30579
O 1.81622 2.89532 -3.33814
O 2.49210 0.60707 -2.71713
N 0.63394 1.60072 -1.49413
C -0.17608 2.62489 -1.10333
N 0.25321 3.89364 -1.04913
C -0.64463 4.79170 -0.64848
C -1.94184 4.49648 -0.30588
C -2.29071 3.14028 -0.38772
N -1.41913 2.22008 -0.75608
H 5.63167 4.97176 1.98566
H 5.90083 3.43226 2.52823
H 4.50020 5.45265 -0.08465
H 2.89623 4.55547 -1.76915
H 3.55520 0.60631 -0.31421
H 5.13325 1.47809 1.38095
H -0.29275 5.81998 -0.60494
H -2.65978 5.24261 -0.00137
H -3.68196 1.83056 -0.38055
O 0.84947 -0.69470 -4.65056
As -0.63241 -1.14541 -3.83282
O -1.37404 -2.33413 -4.64752
O 0.01282 -1.54404 -2.28988
C -1.59103 0.56746 -3.81759
C -0.95826 1.60622 -4.49875
C -1.55307 2.85268 -4.61502
C -2.81626 3.07152 -4.08788
C -3.46101 2.04899 -3.41383
C -2.84509 0.81471 -3.25658
S -3.69475 -0.35987 -2.21475
O -4.75264 -0.95979 -2.98388
O -4.16223 0.41321 -1.06350
O -2.61286 -1.29212 -1.84159
H 1.48342 -0.34318 -3.98947
H 0.02502 1.44435 -4.91419
H -1.01288 3.65271 -5.10512
H -3.28790 4.04315 -4.17395
H -4.42678 2.21219 -2.95256
Br 1.88695 -1.53190 0.46757
*
```

The calculation puts the total energy at -8414.27987 Eh. The calculation puts the LUMO energy at 4.1 eV.

(3)
C2HCl3 in the gas phase at a distorted geometry, computed with ωB97M-V/def2-TZVPD.

Structure (ORCA input):
```
! wB97M-V def2-TZVPD RIJCOSX def2/J DEFGRID3
* xyz 0 1
Cl -2.25955 0.16495 -0.07765
C -0.52676 -0.36495 0.11686
C 0.58334 0.28262 0.08497
Cl 2.09170 -0.50752 -0.07802
Cl 0.75732 1.94918 -0.03527
H -0.64605 -1.52429 -0.01090
*
```

As for the SMILES: ClC=C(Cl)Cl. The calculation puts the total energy at -1457.33960 Eh. The calculation puts the LUMO energy at 0.6 eV.

(4)
C2H5N5O in the gas phase at a distorted geometry, computed with ωB97M-V/def2-TZVPD.

Structure (ORCA input):
```
! wB97M-V def2-TZVPD RIJCOSX def2/J DEFGRID3
* xyz 0 1
N 2.08280 -0.96790 -1.02192
C 1.08912 -0.43538 -0.38028
N 1.03927 0.70420 0.35316
C -0.35261 0.83306 0.59165
N -0.91316 1.92666 0.77407
O -2.27724 1.73583 0.87118
N -1.03768 -0.45118 0.39316
N -0.12259 -1.25852 -0.40670
H 2.94839 -0.57300 -0.99332
H 1.91057 -1.74159 -1.66061
H -2.73667 2.53678 1.27610
H -1.94128 -0.35723 0.03158
H 0.31107 -1.95173 0.17192
*
```

As for the SMILES: Nc1n/c(=N/O)[nH][nH]1. The calculation puts the total energy at -428.13717 Eh. The calculation puts the LUMO energy at 0.7 eV.

> Look up the total energy of the first one.

-1537.93545 Eh

> Look up the LUMO of the first one.

-1.1 eV

> The lowest LUMO belongs to which entry?

C5H4O2S3